ORCA calculation (the ωB97M-V functional and the def2-TZVPD basis) on a molecular structure, C23H32BeNO4.

Last column: Löwdin charge in e.
CARTESIAN COORDINATES (ANGSTROEM)
1 O 7.290 2.569 -0.446  -0.103
2 C 7.956 2.607 -1.752  -0.153
3 C 9.357 2.813 -1.173  -0.080
4 H 7.599 3.458 -2.350  0.118
5 H 7.829 1.660 -2.291  0.117
6 C 8.583 2.818 0.190  -0.576
7 H 9.814 3.775 -1.416  0.106
8 H 10.024 1.956 -1.289  0.108
9 C 8.659 4.167 0.875  -0.031
10 H 8.420 4.979 0.180  0.088
11 H 9.682 4.323 1.247  0.089
12 H 7.975 4.200 1.729  0.089
13 C 9.014 1.706 1.122  -0.029
14 H 8.993 0.733 0.622  0.089
15 H 8.361 1.681 2.001  0.089
16 H 10.040 1.897 1.463  0.089
17 Be -0.399 -0.394 -0.637  0.447
18 C -0.544 -2.278 0.526  -0.108
19 C -0.814 -2.201 -0.885  -0.185
20 C 0.432 -1.845 -1.540  -0.182
21 H -1.732 -2.521 -1.372  0.109
22 C 1.464 -1.886 -0.538  -0.117
23 C 0.858 -2.154 0.712  -0.120
24 H 1.394 -2.325 1.648  0.101
25 H -1.277 -2.530 1.293  0.110
26 H 0.581 -1.731 -2.612  0.102
27 H 2.535 -1.879 -0.737  0.100
28 C -1.824 0.897 1.712  -0.211
29 C -0.709 0.360 2.419  -0.224
30 C 0.440 1.129 2.080  -0.210
31 H -0.733 -0.482 3.106  0.063
32 C 0.039 2.137 1.159  -0.206
33 C -1.364 2.015 0.957  -0.215
34 H -1.990 2.719 0.407  0.074
35 H -2.845 0.523 1.737  0.066
36 H 1.440 0.994 2.484  0.059
37 H 0.677 2.898 0.716  0.072
38 O 2.145 1.014 -0.536  -0.191
39 C 3.316 0.981 0.299  -0.200
40 C 4.529 1.018 -0.628  -0.167
41 H 3.280 0.081 0.930  0.111
42 H 3.295 1.861 0.963  0.119
43 C 3.993 1.688 -1.899  -0.160
44 H 4.842 -0.009 -0.858  0.108
45 H 5.375 1.546 -0.187  0.080
46 C 2.534 1.253 -1.899  -0.204
47 H 4.520 1.390 -2.806  0.102
48 H 4.052 2.773 -1.797  0.110
49 H 2.408 0.322 -2.481  0.113
50 H 1.838 1.998 -2.291  0.089
51 O -0.127 2.315 -2.112  0.038
52 C -1.145 1.645 -2.270  -0.445
53 C -2.355 2.057 -3.087  -0.099
54 C -3.452 1.115 -2.647  -0.100
55 C -2.793 0.195 -1.641  -0.460
56 O -3.373 -0.587 -0.892  0.040
57 N -1.421 0.429 -1.662  0.104
58 H -2.578 3.118 -2.935  0.120
59 H -2.133 1.892 -4.150  0.117
60 H -4.319 1.612 -2.194  0.122
61 H -3.794 0.518 -3.501  0.117

LUMO	2.187	eV
max |F|	1.8	eV/A
E_HOMO	-2.63	eV
net charge	-1
frontier orbital gap	4.8	eV
molecular weight	395.5	g mol⁻¹



ORCA calculation (the ωB97M-V functional and the def2-TZVPD basis) on a single C4H3NS molecule.

Last column: Löwdin charge in e.
CARTESIAN COORDINATES (ANGSTROEM)
1 C -0.375 0.702 -1.131  -0.109
2 C 0.347 -0.001 -0.165  -0.216
3 C 0.777 -1.204 -0.101  -0.165
4 C 0.515 -1.840 1.105  -0.258
5 S 0.580 -0.837 2.532  0.816
6 N 0.087 0.430 1.909  -0.385
7 H -1.394 0.699 -0.876  0.073
8 H -0.290 0.226 -2.184  0.137
9 H -0.247 1.825 -1.088  0.106

LUMO (spin up / spin down)	-1.599 / -1.595	eV
structure (SMILES)	CC#CC#S#N
max |F|	4.4	eV/A
E_HOMO (spin up / spin down)	-8.78 / -8.78	eV
energy above the lowest of the compared OMol25 structures with the same formula, charge and spin	659.10	kJ/mol
frontier orbital gap (spin up / spin down)	7.2 / 7.2	eV
molecular weight	97.1	g mol⁻¹



Question: Which of these has the highest max |F|?
Answer: C4H3NS